[1]
Entry from the OMol25 dataset: a molecular structure, O8RbS2 in a non-equilibrium geometry (ωB97M-V with the def2-TZVPD basis set).

XYZ file:
```
11
Properties=species:S:1:pos:R:3:forces:R:3
Rb 0.698285 -0.294687 -0.847838 -0.52 0.20 0.41
S -1.211864 2.153465 -2.765108 -0.45 0.75 1.00
O -0.003237 1.297146 -3.009523 0.25 -0.26 -0.18
O -1.868824 1.690393 -1.493815 0.39 -0.29 -0.50
O -0.780923 3.570627 -2.572043 0.05 -0.30 -0.35
O -2.157901 2.045572 -3.902653 0.14 -0.11 -0.10
S 1.063293 -2.088052 2.927301 -0.06 -0.39 0.66
O -0.329487 -1.894497 3.416201 0.18 0.16 -0.18
O 1.119559 -1.887638 1.443649 -0.08 0.19 -0.66
O 1.984396 -1.103302 3.566008 -0.07 -0.17 -0.02
O 1.486707 -3.489027 3.237824 0.18 0.22 -0.07
```
Forces are in eV/Å.

Spin multiplicity ... 1
HOMO energy ... 1.687 eV
Max |F| ... 0.0258 hartree/bohr
Frontier orbital gap ... 4.3546 eV
Charge ... -3
E_LUMO ... 6.04 eV
Energy above the lowest of the compared OMol25 structures with the same formula, charge and spin ... 0.00 kcal per mole


[2]
Entry from the OMol25 dataset: a single S2 molecule in a non-equilibrium geometry (ωB97M-V with the def2-TZVPD basis set).

XYZ file:
```
2
Properties=species:S:1:pos:R:3:forces:R:3
S -1.082930 -0.229285 -0.119872 5.40 1.14 0.60
S 1.082930 0.229285 0.119872 -5.40 -1.14 -0.60
```
Forces are in eV/Å.

Spin multiplicity ... 1
HOMO energy ... -9.148 eV
Max |F| ... 0.1080 hartree/bohr
Frontier orbital gap ... 5.6587 eV
Charge ... 0
E_LUMO ... -3.49 eV
Energy above the lowest of the compared OMol25 structures with the same formula, charge and spin ... 28.49 kcal per mole